{
  "formula": "C3H9N3",
  "method": "the ωB97M-V functional and the def2-TZVPD basis",
  "elements": ["C", "N", "C", "N", "N", "C", "H", "H", "H", "H", "H", "H", "H", "H", "H"],
  "coordinates": [[0.07090, 2.58236, -0.14453], [0.29351, 1.12481, -0.25820], [0.64756, 0.33604, 0.84038], [0.57821, -0.91269, 0.72147], [-0.27168, -1.17930, -0.45509], [-0.57632, -2.52408, -0.21095], [0.14900, 3.01137, -1.12108], [0.80905, 2.77855, 0.66682], [-0.91717, 2.78579, 0.32838], [-0.38688, 0.50252, -0.61886], [1.25025, 0.72920, 1.89986], [0.24577, -0.79735, -1.30031], [0.33019, -3.42224, -0.46011], [-0.63913, -2.30852, 1.02963], [-1.58324, -2.70646, -0.91741]],
  "forces_ev_per_a": [[-0.4, -2.1, 2.5], [0.9, 0.9, 1.9], [3.3, 2.9, 2.4], [-0.9, 0.3, -0.6], [2.8, 1.1, 0.0], [-1.3, -3.0, -0.2], [0.5, 0.7, -0.2], [-0.2, 1.1, -1.1], [0.4, 0.1, -0.6], [-1.8, 0.5, -1.2], [-1.9, -0.7, -3.4], [-0.5, -1.8, 0.8], [-2.6, 2.7, 0.7], [-0.8, -2.3, -3.4], [2.5, -0.3, 2.4]],
  "nbo_charge": [-0.410, -0.650, 0.261, -0.377, -0.573, -0.427, 0.212, 0.208, 0.185, 0.394, 0.187, 0.365, 0.169, 0.261, 0.194],
  "total_charge": 0,
  "mol_weight_g_mol": 87.13,
  "de_lowest_kj_mol": 490.1,
  "smiles": "CN/C=N\\NC",
  "energy_ev": -7722.49394,
  "orbital_gap_ev": 9.70
}

---

{
  "formula": "C21H23N3O4S2",
  "method": "the ωB97M-V functional and the def2-TZVPD basis",
  "elements": ["O", "C", "C", "C", "C", "C", "N", "C", "N", "C", "C", "S", "O", "O", "C", "C", "S", "C", "C", "N", "C", "C", "O", "C", "C", "C", "C", "C", "C", "C", "H", "H", "H", "H", "H", "H", "H", "H", "H", "H", "H", "H", "H", "H", "H", "H", "H", "H", "H", "H", "H", "H", "H"],
  "coordinates": [[3.25750, 2.43372, -0.35514], [2.05857, 2.35322, -0.58303], [1.16281, 1.60690, 0.35409], [1.30443, 0.23103, 0.48884], [0.54237, -0.47486, 1.39990], [-0.36180, 0.20030, 2.21408], [-1.15553, -0.44961, 3.15696], [-1.18620, -1.75851, 3.46195], [-0.54294, -2.69918, 2.92262], [-0.75702, -4.00114, 3.46654], [-1.08659, -5.00080, 2.36546], [-2.32454, -6.09069, 3.12405], [-1.68642, -6.97455, 4.05561], [-3.19879, -6.66178, 2.14065], [-3.12324, -4.73357, 4.03809], [-1.92016, -3.96981, 4.53333], [-2.28846, -2.21045, 4.81537], [-0.48823, 1.58423, 2.10085], [0.26733, 2.28027, 1.17905], [1.49566, 2.93706, -1.66069], [2.36204, 3.62980, -2.60669], [2.91302, 4.95185, -2.04281], [4.16389, 4.80890, -1.43804], [0.09708, 2.82438, -2.02845], [-0.07264, 1.96872, -3.26068], [-0.51138, 2.51276, -4.45950], [-0.63434, 1.71826, -5.58690], [-0.31383, 0.37362, -5.52563], [0.12439, -0.17643, -4.33209], [0.24364, 0.61662, -3.20580], [2.02454, -0.28973, -0.12452], [0.64486, -1.54190, 1.50074], [-1.75353, 0.14514, 3.71362], [0.16522, -4.31247, 3.97280], [-0.22674, -5.57453, 2.04022], [-1.56424, -4.52048, 1.51598], [-3.75138, -5.11964, 4.83358], [-3.71561, -4.17406, 3.31849], [-1.57157, -4.39495, 5.47506], [-1.17725, 2.11466, 2.74271], [0.17153, 3.35399, 1.10813], [3.21202, 2.98503, -2.85384], [1.78501, 3.80998, -3.51287], [2.17840, 5.36933, -1.33346], [3.05066, 5.67138, -2.85523], [4.13146, 4.00765, -0.88269], [-0.29884, 3.82969, -2.21034], [-0.45088, 2.37826, -1.19652], [-0.76510, 3.56254, -4.51201], [-0.97789, 2.15197, -6.51418], [-0.40617, -0.24540, -6.40530], [0.37269, -1.22592, -4.27927], [0.58219, 0.18921, -2.27310]],
  "forces_ev_per_a": [[0.4, -0.1, 0.1], [-0.4, 0.0, 0.0], [0.1, -0.1, 0.2], [-0.1, 0.4, 0.0], [0.0, -0.2, 0.0], [0.3, 0.2, -0.3], [-0.3, 0.6, 0.3], [-0.5, -0.9, 0.7], [0.4, 0.4, -0.7], [0.2, 0.1, 0.5], [-0.6, -0.4, 0.5], [-0.3, 0.2, -0.5], [0.4, 0.1, 0.4], [-0.1, 0.2, -0.2], [0.4, -0.6, -0.5], [0.1, 0.5, 0.4], [0.2, 0.0, -0.1], [0.0, -0.1, 0.0], [0.1, -0.2, 0.0], [0.0, 0.0, 0.0], [0.3, 0.3, 0.2], [-0.2, 0.0, -0.2], [0.4, -0.1, 0.3], [-0.2, -0.1, 0.0], [-0.1, 0.1, 0.0], [0.0, 0.0, 0.1], [0.0, 0.0, -0.1], [0.0, 0.0, -0.1], [0.0, -0.1, 0.1], [0.0, 0.1, 0.0], [0.1, -0.1, 0.0], [0.0, 0.0, 0.0], [0.1, -0.1, -0.1], [-0.2, 0.0, 0.0], [0.0, -0.2, 0.0], [0.0, 0.0, 0.0], [-0.1, -0.2, 0.0], [0.0, 0.0, -0.1], [0.0, 0.0, -0.1], [-0.1, 0.1, 0.1], [0.0, 0.1, 0.0], [-0.1, 0.1, -0.1], [0.0, 0.0, 0.0], [0.0, 0.0, -0.2], [-0.1, 0.0, 0.0], [0.0, 0.2, -0.2], [0.0, -0.1, 0.0], [0.0, 0.2, -0.2], [0.0, 0.1, 0.0], [0.0, 0.0, -0.1], [0.0, -0.1, -0.1], [0.0, -0.1, 0.0], [0.1, -0.1, 0.1]],
  "nbo_charge": [-0.650, 0.681, -0.149, -0.173, -0.209, 0.150, -0.583, 0.346, -0.527, -0.066, -0.663, 2.173, -0.943, -0.929, -0.671, -0.362, 0.185, -0.232, -0.188, -0.422, -0.259, -0.063, -0.734, -0.252, 0.048, -0.245, -0.203, -0.214, -0.188, -0.240, 0.224, 0.254, 0.407, 0.220, 0.261, 0.251, 0.260, 0.247, 0.251, 0.209, 0.222, 0.228, 0.213, 0.151, 0.179, 0.498, 0.201, 0.235, 0.210, 0.215, 0.216, 0.214, 0.213],
  "total_charge": 0,
  "mol_weight_g_mol": 445.57,
  "de_lowest_kj_mol": 202.4,
  "smiles": "O=C(c1ccc(NC2=N[C@@H]3CS(=O)(=O)C[C@@H]3S2)cc1)N(CCO)Cc1ccccc1",
  "energy_ev": -56481.34682,
  "orbital_gap_ev": 9.02
}

---

{
  "formula": "C21H31BrN4O2",
  "method": "the ωB97M-V functional and the def2-TZVPD basis",
  "elements": ["C", "C", "N", "C", "C", "C", "C", "C", "N", "C", "C", "C", "O", "N", "C", "C", "C", "C", "Br", "C", "C", "N", "C", "C", "C", "C", "C", "O", "H", "H", "H", "H", "H", "H", "H", "H", "H", "H", "H", "H", "H", "H", "H", "H", "H", "H", "H", "H", "H", "H", "H", "H", "H", "H", "H", "H", "H", "H", "H"],
  "coordinates": [[-1.25665, 1.47978, -5.98396], [-0.19489, 1.74211, -4.92974], [1.03528, 1.01184, -5.18675], [1.77555, 1.44547, -6.36295], [3.14404, 0.81896, -6.14492], [3.36887, 1.06848, -4.65100], [1.95475, 1.01595, -4.04357], [1.69647, -0.22593, -3.19726], [2.38701, -0.17559, -1.91985], [3.37112, -1.16010, -1.50866], [3.84481, -0.63316, -0.14632], [4.24929, -1.74741, 0.80161], [3.65334, -2.80321, 0.85119], [5.29523, -1.43250, 1.62318], [5.83476, -2.26886, 2.63413], [6.06216, -3.61469, 2.41812], [6.64255, -4.40295, 3.40181], [7.00278, -3.80150, 4.59170], [7.81708, -4.84270, 5.95006], [6.77675, -2.45796, 4.83673], [6.16888, -1.66900, 3.86103], [5.92737, -0.30884, 4.02388], [6.04107, 0.33530, 5.32982], [4.95288, -0.11352, 6.30440], [6.00132, 1.84194, 5.12281], [2.62767, 0.14488, 0.37477], [1.85317, 0.51613, -0.87738], [0.90090, 1.26642, -0.94451], [-2.18557, 1.98661, -5.72031], [-0.94873, 1.84394, -6.96492], [-1.45470, 0.41037, -6.06480], [0.00992, 2.82542, -4.86394], [-0.56618, 1.44062, -3.94804], [1.29010, 1.10687, -7.27866], [1.85918, 2.54621, -6.40992], [3.09416, -0.25025, -6.35866], [3.92176, 1.25568, -6.77039], [4.04111, 0.34100, -4.19258], [3.81029, 2.05444, -4.50095], [1.78432, 1.89207, -3.40475], [0.62260, -0.31811, -3.01687], [2.02644, -1.11520, -3.73758], [2.92719, -2.15308, -1.39286], [4.18811, -1.22496, -2.22886], [4.67823, 0.05660, -0.29892], [5.75286, -0.54551, 1.48026], [5.77619, -4.05035, 1.47198], [6.81772, -5.45573, 3.23797], [7.05889, -2.03914, 5.79047], [5.11052, 0.00406, 3.51582], [7.02266, 0.07345, 5.73111], [5.11230, 0.32663, 7.28970], [3.97421, 0.21129, 5.94253], [4.92798, -1.19748, 6.41255], [6.09728, 2.36160, 6.07593], [6.80496, 2.16638, 4.46267], [5.04675, 2.13969, 4.67979], [1.98120, -0.48986, 0.98580], [2.87691, 1.03366, 0.95150]],
  "forces_ev_per_a": [[0.0, 0.0, 0.0], [0.0, 0.0, 0.0], [0.0, 0.0, 0.0], [0.0, -0.1, 0.0], [0.0, 0.0, 0.0], [0.0, -0.1, 0.0], [0.0, 0.0, 0.0], [0.0, 0.0, 0.0], [-0.1, 0.0, 0.0], [0.1, 0.0, 0.0], [0.0, 0.0, -0.1], [0.0, 0.0, 0.0], [0.0, 0.0, 0.0], [0.0, 0.0, 0.0], [0.0, 0.0, 0.0], [0.0, 0.0, 0.0], [0.0, 0.0, 0.0], [0.0, 0.0, 0.0], [0.0, 0.0, 0.0], [0.0, 0.0, 0.0], [0.0, -0.1, 0.0], [0.0, 0.0, 0.0], [0.0, 0.0, 0.0], [0.0, 0.0, 0.0], [0.0, 0.0, 0.0], [0.0, 0.0, 0.1], [0.0, 0.0, 0.0], [0.0, 0.0, 0.0], [0.0, 0.0, 0.0], [0.0, 0.0, 0.0], [0.0, 0.0, 0.0], [0.0, 0.0, 0.0], [0.0, 0.0, 0.0], [0.0, 0.0, 0.0], [0.0, 0.0, 0.0], [0.0, 0.0, 0.0], [0.0, 0.0, 0.0], [0.0, 0.0, 0.0], [0.0, 0.0, 0.0], [0.0, 0.0, 0.0], [0.0, 0.0, 0.0], [0.0, 0.0, 0.0], [0.0, 0.0, 0.0], [0.0, 0.0, 0.0], [0.0, 0.0, 0.0], [0.0, 0.0, 0.0], [0.0, 0.0, 0.0], [0.0, 0.0, 0.0], [0.0, 0.0, 0.0], [0.0, 0.0, 0.0], [0.0, 0.0, 0.0], [0.0, 0.0, 0.0], [0.0, 0.0, 0.0], [0.0, 0.0, 0.0], [0.0, 0.0, 0.0], [0.0, 0.0, 0.0], [0.0, 0.0, 0.0], [0.0, 0.0, 0.0], [0.0, 0.0, 0.0]],
  "nbo_charge": [-0.613, -0.209, -0.446, -0.217, -0.406, -0.410, -0.054, -0.212, -0.438, -0.196, -0.304, 0.689, -0.609, -0.627, 0.065, -0.162, -0.277, -0.056, 0.052, -0.323, 0.248, -0.627, -0.048, -0.627, -0.604, -0.494, 0.687, -0.620, 0.212, 0.201, 0.211, 0.159, 0.205, 0.203, 0.158, 0.203, 0.213, 0.204, 0.208, 0.197, 0.217, 0.204, 0.214, 0.199, 0.207, 0.403, 0.237, 0.231, 0.227, 0.377, 0.194, 0.215, 0.205, 0.220, 0.217, 0.219, 0.199, 0.245, 0.233],
  "total_charge": 0,
  "mol_weight_g_mol": 451.41,
  "de_lowest_kj_mol": 3.3,
  "smiles": "CCN1CCC[C@@H]1CN1C[C@H](C(=O)Nc2ccc(Br)cc2NC(C)C)CC1=O",
  "energy_ev": -102379.77848,
  "orbital_gap_ev": 8.65
}

---

{
  "formula": "C11H21BrClN4OS2",
  "method": "the ωB97M-V functional and the def2-TZVPD basis",
  "elements": ["C", "C", "N", "C", "C", "C", "S", "S", "C", "C", "C", "C", "N", "C", "N", "Br", "N", "C", "Cl", "O", "H", "H", "H", "H", "H", "H", "H", "H", "H", "H", "H", "H", "H", "H", "H", "H", "H", "H", "H", "H", "H"],
  "coordinates": [[-1.06223, 3.79813, 0.57482], [-1.83180, 3.88056, -0.78764], [-1.31641, 2.97787, -1.83579], [-1.75130, 3.56052, -3.16507], [-0.62266, 4.41865, -3.84062], [-1.89874, 1.65694, -1.75951], [-3.49950, 1.28047, -1.59198], [-0.71276, 0.23817, -1.91085], [-0.98390, -0.75601, -0.38453], [-0.35289, -2.19464, -0.46292], [-0.64308, -2.94768, 0.89191], [0.63983, -3.37650, 1.67412], [1.10605, -2.25397, 2.57281], [2.52793, -2.48153, 2.67233], [3.38634, -1.50667, 2.54266], [2.77502, 0.25016, 2.26229], [2.92023, -3.84894, 2.89433], [2.67270, -4.51859, 1.57486], [2.29298, -6.27539, 1.81090], [1.67691, -3.85051, 0.82742], [-1.43101, 4.62739, 1.23797], [0.03519, 3.98975, 0.45215], [-1.26793, 2.85140, 1.13239], [-1.67628, 4.92445, -1.17161], [-2.92659, 3.79225, -0.58285], [-2.04897, 2.68265, -3.79662], [-2.69273, 4.13725, -2.97744], [-0.08221, 5.01060, -3.06788], [0.07748, 3.70557, -4.34228], [-1.10861, 5.08384, -4.58848], [-2.07283, -0.87029, -0.15996], [-0.46377, -0.22478, 0.45561], [-0.89585, -2.75171, -1.26930], [0.71770, -2.17757, -0.76486], [-1.30651, -3.82697, 0.72537], [-1.19603, -2.23826, 1.56333], [0.34858, -4.23562, 2.33995], [0.76505, -2.49169, 3.51415], [4.38289, -1.72541, 2.60438], [3.90612, -3.90690, 3.15627], [3.61360, -4.40701, 0.98016]],
  "forces_ev_per_a": [[-0.3, 0.5, 0.1], [0.6, 1.2, 1.2], [-1.2, -0.5, -0.5], [0.0, -0.3, -0.4], [-0.7, -0.9, 0.3], [-0.7, -0.9, 0.8], [1.4, 0.6, 0.1], [0.0, 0.6, 0.2], [0.2, -0.3, 0.7], [-1.0, 0.1, -0.6], [0.6, 0.6, -0.1], [-2.5, -1.4, 0.4], [2.6, -0.7, -0.6], [-0.8, -1.0, 0.7], [-1.1, -0.4, 0.3], [0.6, -0.5, 0.2], [-0.3, 2.5, -1.1], [0.5, -0.5, -1.0], [0.2, 1.2, 0.0], [0.6, 0.4, 1.5], [0.2, -0.7, -0.6], [-0.9, -0.5, 0.0], [0.3, 0.6, -0.6], [-0.1, -0.9, 0.3], [0.7, -0.2, -0.4], [0.4, 1.0, 0.2], [0.7, -0.3, -0.3], [-0.4, -0.3, -0.7], [-0.4, 0.8, 0.4], [0.6, -0.4, 0.4], [0.8, 0.3, -0.3], [-0.7, -0.3, -0.6], [0.6, 0.5, 0.6], [-0.7, 0.1, 0.4], [0.7, 0.5, 0.1], [0.4, -0.7, -0.4], [0.2, 0.6, -0.5], [-0.1, 0.3, -0.3], [-0.2, 0.5, -0.1], [-0.2, -0.3, -0.1], [-0.9, -0.6, 0.3]],
  "nbo_charge": [-0.624, -0.223, -0.546, -0.208, -0.621, -0.059, 0.049, 0.210, -0.516, -0.423, -0.420, 0.232, -0.658, 0.713, -0.582, 0.401, -0.622, 0.236, 0.003, -0.489, 0.221, 0.211, 0.200, 0.206, 0.205, 0.208, 0.196, 0.215, 0.218, 0.223, 0.237, 0.201, 0.233, 0.221, 0.244, 0.231, 0.189, 0.420, 0.449, 0.406, 0.215],
  "total_charge": 1,
  "mol_weight_g_mol": 404.81,
  "smiles": "CCN(CC)C(=S)SCCC[C@@H]1NC(NBr)=[NH+][C@@H](Cl)O1",
  "energy_ev": -123980.69006,
  "orbital_gap_ev": 5.62
}